1.
The following is a quantum chemistry calculation of an isolated ion of composition C5H10N3OS and charge +1 at a distorted geometry, from OMol25.

Energy above the lowest of the compared OMol25 structures with the same formula, charge and spin = 6.1339 eV
Orbital gap = 7.381 eV
Charge = +1
LUMO energy = -5.2 eV

Structure (XYZ):
```
20
Properties=species:S:1:pos:R:3:forces:R:3
C -1.61133 0.05521 -0.74941 -0.8594 -2.1273 -1.2330
C -3.72809 1.07063 -0.05887 -1.6359 -2.0308 -0.1840
C 0.47983 1.02078 -0.77318 0.6342 -2.0214 0.6397
C 0.27940 -1.44571 -0.75875 -1.9331 1.5197 -1.9292
C -0.10606 -0.15781 1.37074 0.0162 -3.2058 -2.8607
N -2.93205 -1.71857 0.03719 2.4022 -0.3282 0.0567
N -2.35197 1.02908 -0.24519 3.0926 3.7398 3.3650
N -0.22210 -0.17498 -0.16443 -1.6186 1.6560 2.0331
O -4.57422 1.88689 0.08939 1.6023 -0.2499 -0.2577
S -4.16199 -0.96651 0.00412 -2.6540 1.4988 0.0065
H 1.46701 1.00827 -0.31612 0.4164 -0.0831 -0.8619
H 0.33137 0.73042 -1.80888 0.8099 1.1979 -0.4804
H 0.03506 1.92110 -0.43318 -0.6685 0.7975 -0.1556
H 1.29753 -1.32794 -0.89043 2.2374 -0.0802 -0.0398
H 0.01802 -2.27138 -0.15780 -0.4413 -0.8551 0.4794
H -0.21276 -1.41455 -1.77275 0.5370 -0.7287 1.0703
H -0.85883 0.36964 1.77445 -1.8338 3.3261 1.4082
H -0.49385 -1.10228 1.71260 0.4691 -1.0324 -0.1744
H 0.90231 -0.06472 1.63377 1.1884 0.7082 0.6719
H -1.81915 1.74409 0.45844 -1.7609 -1.7010 -1.5542
```
Positions in Å, forces in eV/Å.


2.
The following is a quantum chemistry calculation of an isolated ion of composition C5H10N4O and charge +2 at a distorted geometry, from OMol25.

Energy above the lowest of the compared OMol25 structures with the same formula, charge and spin = 1.8855 eV
Orbital gap = 9.588 eV
Charge = +2
LUMO energy = -9.5 eV

Structure (XYZ):
```
20
Properties=species:S:1:pos:R:3:forces:R:3
C -0.17946 0.11676 -0.15521 -3.5090 -2.3015 -0.3110
C -0.45592 -1.50600 -0.16815 2.5632 2.0310 -0.2827
C -1.41916 1.01664 0.15013 1.0251 -0.7850 0.7510
C 1.72652 -0.96796 0.36646 2.8782 0.9013 -2.1719
C 1.52260 1.72863 0.35767 -0.6570 0.5567 -3.7936
N 0.78459 -1.98165 0.10822 -4.2677 1.0617 -0.0193
N 1.02553 0.34603 0.13241 -0.0500 -1.0480 0.7358
N -1.78659 2.07067 -0.53211 -1.2993 0.8705 -1.4278
N -1.49034 -2.23589 -0.47961 -0.5846 2.6531 -0.5459
O -1.80660 0.62307 1.22283 -0.1586 -0.2728 -0.1794
H 2.24480 -1.06889 1.31741 -0.1016 0.4148 0.1347
H 2.43662 -1.04811 -0.51736 -0.0208 0.3033 1.3761
H 0.89466 2.52036 -0.18837 0.8796 -1.6835 -0.1949
H 2.54621 1.81670 0.07059 0.6423 -0.0367 -0.0203
H 1.30245 2.06697 1.27435 -0.1584 0.3491 4.1316
H 0.90101 -2.96608 0.22016 0.8330 -0.6944 0.1846
H -1.65675 2.21915 -1.51159 1.3334 -0.4075 -0.7320
H -2.73441 2.40499 -0.43641 -0.3397 0.1940 1.3513
H -2.37432 -1.97583 -0.93653 0.6494 0.6915 0.5108
H -1.48145 -3.17954 -0.29491 0.3426 -2.7978 0.5028
```
Positions in Å, forces in eV/Å.


3.
The following is a quantum chemistry calculation of an isolated ion of composition C5H10N5O2S2 and charge +1 at a distorted geometry, from OMol25.

Energy above the lowest of the compared OMol25 structures with the same formula, charge and spin = 0.8859 eV
Orbital gap = 9.459 eV
Charge = +1
LUMO energy = -3.0 eV
SMILES = CS(=O)(=O)N(NC(N)=[NH2+])c1cncs1

Structure (XYZ):
```
24
Properties=species:S:1:pos:R:3:forces:R:3
C 0.21696 2.94858 0.97866 -1.6202 -1.8515 2.2016
S -0.54843 1.69239 -0.07416 -2.7258 1.0997 0.6499
O -0.09585 1.71611 -1.46344 -0.1371 0.0024 1.5923
O -1.99246 1.74349 0.15736 1.9934 -0.4175 -0.3220
N -0.05488 0.18930 0.70609 -0.7333 1.4663 -0.9264
N -1.08134 -0.75704 0.68702 1.7761 0.9111 -0.1776
C -1.66015 -1.18764 -0.41635 -2.5249 -2.2960 -0.8056
N -2.63525 -2.15552 -0.27123 1.1081 0.3253 0.3449
N -1.45699 -0.76349 -1.65546 0.7949 0.0563 1.8487
C 1.24751 -0.20972 0.36916 2.2749 -0.7092 -0.9177
C 1.93280 -1.34460 0.74563 -2.9735 1.1078 0.8699
N 3.16041 -1.49703 0.33144 2.1867 -1.6691 -0.5524
C 3.55129 -0.57777 -0.43659 0.0579 2.4633 -1.3327
S 2.34526 0.71541 -0.67394 0.3024 -1.2667 0.4077
H -0.60800 3.54209 1.44095 0.3199 -0.6814 -0.5986
H 0.70432 2.39270 1.83896 -0.0267 0.8766 -1.3355
H 0.76183 3.57869 0.36770 1.7095 1.0420 -0.9876
H -1.31314 -1.05949 1.60682 -0.5781 -0.4422 0.3230
H -2.62864 -2.69457 0.59276 -0.1019 0.2511 -0.3124
H -2.77065 -2.73661 -1.08994 -0.1724 0.1124 0.1456
H -2.15883 -0.98866 -2.32586 -0.2013 0.0072 -0.5285
H -0.91848 0.08414 -1.72518 0.2444 0.3703 -0.9803
H 1.51716 -2.12370 1.32043 -0.6109 -0.6652 0.7839
H 4.48556 -0.50709 -1.01081 -0.3623 -0.0931 0.6097
```
Positions in Å, forces in eV/Å.


4.
The following is a quantum chemistry calculation of an isolated ion of composition C5H10N5O3 and charge +1 at a distorted geometry, from OMol25.

Orbital gap = 8.318 eV
Charge = +1
LUMO energy = -5.4 eV
SMILES = [H]/N=C(N[N+](=O)[O-])\[N+](C)=C(\C)CN=O

Structure (XYZ):
```
23
Properties=species:S:1:pos:R:3:forces:R:3
H -0.90201 1.21931 -1.79419 0.1026 -0.1586 0.0169
N -0.59825 1.76429 -0.99486 0.4033 -1.3030 1.1996
C 0.06781 1.15260 -0.09058 -1.0763 1.6395 -2.1726
N 0.66295 1.90965 0.89175 0.2855 -0.9274 0.4487
N 0.74353 3.42981 0.91127 1.0701 -2.8751 0.2494
O 0.56682 3.91754 -0.11028 -0.9180 2.0811 -2.7928
O 1.14681 3.84506 1.93400 0.0079 0.2141 1.6534
N 0.40574 -0.37346 -0.28973 -1.4689 2.3369 0.2284
C 1.69224 -0.50043 -0.91212 3.3478 1.9817 0.5591
C -0.54200 -1.27134 -0.26976 -0.1166 0.0842 2.2155
C -0.21433 -2.69434 -0.46677 -2.2046 -1.5815 -1.1179
C -1.90429 -0.92693 0.30917 1.3649 -0.0661 -1.4088
N -1.81093 -0.71423 1.79428 -0.3731 0.2721 2.4361
O -1.20846 0.20770 2.27838 -0.6132 -1.3988 -2.1011
H 1.01327 1.56513 1.76299 -0.0665 -0.3352 0.3627
H 2.54005 -0.39035 -0.09959 -1.7024 -0.0249 -1.5072
H 1.88700 0.36034 -1.71514 -0.7016 -2.0206 1.7322
H 1.81815 -1.48116 -1.29447 0.1937 -0.5533 -0.6800
H 0.47793 -2.71748 -1.26404 1.2053 -0.7304 -0.4773
H -1.10306 -3.32731 -0.88389 1.2638 1.4170 0.9712
H 0.10878 -3.22199 0.45778 0.0640 0.6294 -0.5045
H -2.64400 -1.70027 0.05783 0.4851 0.0752 0.7211
H -2.20375 -0.05214 -0.21205 -0.5528 1.2438 -0.0321
```
Positions in Å, forces in eV/Å.


5.
The following is a quantum chemistry calculation of a 2-piece molecular cluster, C5H10N5S overall at a distorted geometry, from OMol25.

Energy above the lowest of the compared OMol25 structures with the same formula, charge and spin = 2.0754 eV
Orbital gap (spin up / spin down) = 8.828 / 8.827 eV
Charge = +1
LUMO energy (spin up / spin down) = -4.3 / -4.3 eV

Structure (XYZ):
```
21
Properties=species:S:1:pos:R:3:forces:R:3
C 1.68692 -0.35151 -0.31866 1.0336 0.1205 2.9842
C 1.89694 -0.43249 1.06237 0.7025 0.0030 0.1550
C 1.33990 -1.55484 -1.04674 -0.8912 -0.9339 -0.8783
C -1.61277 1.04864 -1.31915 3.3655 -0.9570 1.1528
C -0.77925 0.30992 1.00281 -0.7489 -0.1804 -0.4392
N 1.62758 0.94250 -0.69926 -0.7903 -0.9112 -1.0424
N 1.67352 1.77561 0.25313 1.4828 1.7674 0.7636
N -1.92400 -1.69860 1.65965 3.2973 0.9682 -5.6030
N -1.51894 -0.58695 1.33617 -0.2413 -0.4372 0.5175
N -1.00874 1.40814 0.06444 1.1025 -1.5624 -0.8618
S 2.05309 1.08911 1.74234 -0.4601 -0.2590 -1.0602
H 0.50897 -1.37933 -1.70151 -0.7051 0.1585 -0.3533
H 2.01883 -2.06994 -1.69225 1.1473 0.1675 -0.2062
H 1.02052 -2.28654 -0.31955 -0.1631 -0.2837 0.1270
H -2.60773 0.84598 -1.10471 -1.7403 -1.1406 -0.2156
H -1.53260 1.94276 -1.88567 0.1552 0.6504 -0.6948
H -0.85830 0.22925 -1.69869 -2.1649 1.5145 0.5123
H 1.89913 -1.28084 1.73433 0.2034 -0.2332 -0.4514
H -2.35174 -1.83978 2.46814 -2.7162 0.0955 4.7059
H -1.47177 2.08010 0.61381 -1.2914 1.5654 0.4117
H -0.05954 1.80881 -0.15102 -0.5772 -0.1123 0.4764
```
Positions in Å, forces in eV/Å.


6.
The following is a quantum chemistry calculation of an isolated ion of composition C5H10N5S2 and charge +1 at a distorted geometry, from OMol25.

Energy above the lowest of the compared OMol25 structures with the same formula, charge and spin = 2.5071 eV
Orbital gap = 7.654 eV
Charge = +1
LUMO energy = -4.4 eV

Structure (XYZ):
```
22
Properties=species:S:1:pos:R:3:forces:R:3
C 1.31442 -1.45036 0.02673 -0.1660 1.3605 0.0897
C 0.86424 0.69279 0.11034 -0.1460 0.4352 0.3646
C -1.51994 0.33556 0.11597 -5.9666 -4.0159 -1.9076
C -3.88569 -0.85449 0.19271 -0.8017 0.9350 -3.1384
C 2.49320 2.94026 -0.29405 -0.1396 -0.8336 0.4040
N 0.03617 -1.37704 0.02425 -0.0674 -1.5700 -0.3733
N 1.90145 -0.17459 0.16093 0.2950 -0.6575 -0.6051
N -0.25876 -0.06999 -0.00420 3.1924 0.5942 0.8270
N 2.04475 -2.52269 -0.12300 -1.0680 -1.2723 -0.1898
N -2.51613 -0.91420 -0.26087 3.1006 2.4410 1.4028
S -2.04774 1.80150 0.19250 -0.9220 1.8877 0.6154
S 0.80897 2.37190 0.37571 1.1886 1.1267 -0.6357
H -4.36173 0.10316 0.05914 0.3691 0.6536 -0.1181
H -4.58857 -1.50601 -0.33979 0.7725 -0.1497 -0.9629
H -4.12186 -1.16480 1.11289 0.1268 -0.8793 4.2299
H 2.42757 2.68174 -1.40737 0.8113 0.3895 1.7690
H 3.31812 2.56309 0.38200 -0.7047 -0.1732 -1.3573
H 2.57236 4.02477 -0.11108 -0.6535 -0.3697 -0.3769
H 2.93409 -0.01135 0.16213 -1.6175 0.2852 0.0074
H 1.61036 -3.39738 -0.42513 0.6701 0.5178 0.2812
H 2.98971 -2.33662 -0.03123 2.1180 -0.8363 -0.0400
H -2.01496 -1.73523 0.08139 -0.3915 0.1313 -0.2860
```
Positions in Å, forces in eV/Å.